(1)
DFT (ωB97M-V/def2-TZVPD) results for the ion C3H4NS with charge +1.

```
9
Properties=species:S:1:pos:R:3:forces:R:3
C -0.949 -0.005 -0.033 -0.4324 -1.5125 0.0318
C -2.166 -0.013 0.159 -0.2046 0.0760 -1.1947
C 1.636 -0.500 -0.200 -1.0748 -1.7219 0.0252
N 0.423 0.320 0.094 -0.0900 4.2452 -0.4414
S -3.793 -0.010 -0.130 1.1098 -0.0314 0.5656
H 2.694 -0.188 -0.334 -1.3541 0.6691 0.2526
H 1.350 -1.550 -0.161 0.3917 0.2431 -0.1254
H 0.426 1.268 -0.471 0.6776 -1.8176 1.0855
H 0.380 0.676 1.075 0.9767 -0.1500 -0.1990
```
Positions in Å, forces in eV/Å.

Properties
Charge: +1
HOMO (alpha / beta) in eV: -13.455 / -13.825
Energy above the lowest of the compared OMol25 structures with the same formula, charge and spin in eV: 5.252

=====

(2)
DFT (ωB97M-V/def2-TZVPD) results for a structure of composition C3H4NaO2.

```
10
Properties=species:S:1:pos:R:3:forces:R:3
H 0.786 -3.347 0.854 -0.5022 -0.6065 -1.4244
H 0.514 -3.503 0.129 0.5901 0.0190 1.5152
O -0.931 -0.069 0.476 -0.3897 0.8235 0.0525
O -0.907 2.122 -0.066 -0.9810 1.2866 0.2613
C 0.299 -0.925 0.089 0.4887 -0.3723 -0.1471
C 0.864 0.373 -0.532 0.2510 0.3831 -0.1348
C -0.399 1.005 -0.045 -0.1967 -0.7757 0.1196
H 1.772 0.799 -0.076 -0.2025 -0.1047 -0.1057
H 0.972 0.397 -1.627 -0.0406 0.0090 0.2351
Na -2.970 3.149 0.798 0.9829 -0.6621 -0.3718
```
Positions in Å, forces in eV/Å.

Properties
Spin multiplicity: 2
Expectation value of S²: 0.7540
HOMO (alpha / beta) in eV: -4.716 / -6.108
Energy above the lowest of the compared OMol25 structures with the same formula, charge and spin in eV: 3.639

=====

(3)
DFT (ωB97M-V/def2-TZVPD) results for a structure of composition C3H4NaO4.

```
12
Properties=species:S:1:pos:R:3:forces:R:3
O 0.864 -3.405 -0.068 -0.9115 1.8752 0.0506
C 0.590 -2.505 0.678 1.1517 -1.1438 0.3524
O 0.646 -2.233 1.861 -0.8232 0.6348 -0.3226
O 0.074 -0.864 -0.143 0.5286 -1.6184 0.6865
C -0.499 1.095 -1.117 -1.0692 0.9420 -0.5726
C -0.511 2.135 -0.105 2.5835 -1.5989 2.7736
O -0.605 1.890 1.137 -1.0523 1.0883 -2.4890
H 0.895 -0.843 -0.644 -0.1213 0.0924 -0.1398
H -1.449 0.829 -1.593 0.6290 -0.4811 0.2630
H 0.458 0.995 -1.639 -0.6860 0.3418 -0.2390
H 0.035 3.059 -0.376 -0.5757 0.2934 0.0725
Na -0.497 -0.152 2.008 0.3465 -0.4257 -0.4358
```
Positions in Å, forces in eV/Å.

Properties
Spin multiplicity: 2
Expectation value of S²: 0.7563
HOMO (alpha / beta) in eV: -7.900 / -9.903
Energy above the lowest of the compared OMol25 structures with the same formula, charge and spin in eV: 1.620

=====

(4)
DFT (ωB97M-V/def2-TZVPD) results for a cluster of 2 separate species, C3H4O in total.

```
8
Properties=species:S:1:pos:R:3:forces:R:3
C -1.033 -0.055 -0.214 1.4271 2.2706 1.6217
C 2.651 0.386 0.179 3.1972 -1.6098 -0.9501
C -0.042 0.763 0.128 -0.2586 -2.4938 -2.7074
O 3.696 -0.155 -0.139 -3.6357 1.6785 0.8215
H -1.771 0.110 0.608 -0.5125 -1.0516 -1.2957
H -1.015 -0.611 -1.150 -0.5160 -0.2435 0.6117
H 2.559 1.002 1.095 -0.0041 0.0919 0.1595
H 0.136 1.477 0.844 0.3027 1.3577 1.7386
```
Positions in Å, forces in eV/Å.

Properties
HOMO (alpha / beta) in eV: -8.719 / -8.655
Energy above the lowest of the compared OMol25 structures with the same formula, charge and spin in eV: 4.697

=====

(5)
DFT (ωB97M-V/def2-TZVPD) results for the molecule C3H4O.

```
8
Properties=species:S:1:pos:R:3:forces:R:3
C -0.143 -0.313 0.051 6.6152 3.9523 0.1168
C -1.370 -0.734 0.056 -1.3065 0.9249 -1.0733
C 1.267 0.814 0.043 -5.6456 -4.3175 -0.7281
O 1.193 -0.677 0.021 -1.3445 0.5284 0.0575
H -1.426 -1.803 -0.149 -0.8482 0.1240 0.2903
H -2.189 0.071 -0.101 1.3117 -1.9558 0.5425
H 1.305 1.338 -0.862 0.5418 0.1828 -1.3235
H 1.363 1.304 0.939 0.6764 0.5609 2.1178
```
Positions in Å, forces in eV/Å.

Properties
Structure (SMILES): C=C1CO1
HOMO in eV: -9.542
Energy above the lowest of the compared OMol25 structures with the same formula, charge and spin in eV: 3.146

=====

(6)
DFT (ωB97M-V/def2-TZVPD) results for the molecule C3H4O.

```
8
Properties=species:S:1:pos:R:3:forces:R:3
C -0.209 0.465 0.557 3.5180 0.8660 -0.1457
C -1.204 -0.178 -0.057 -0.5077 0.2880 1.7754
C 1.378 0.067 -0.252 -1.7590 -2.2857 -1.3717
O 2.586 0.182 -0.286 -2.9326 0.9772 1.2575
H -2.190 -0.186 0.519 1.1771 0.0645 -1.4177
H -1.063 -0.780 -0.982 -0.1254 0.4330 0.8819
H 0.881 -0.751 -0.964 1.0821 1.2222 0.6593
H -0.180 1.180 1.466 -0.4525 -1.5654 -1.6391
```
Positions in Å, forces in eV/Å.

Properties
Structure (SMILES): C=CC=O
HOMO in eV: -9.553
Energy above the lowest of the compared OMol25 structures with the same formula, charge and spin in eV: 1.876

=====

Record-wise max |F| values, in Eh/bohr: 0.0830; 0.0319; 0.0800; 0.0795; 0.1499; 0.0705